(1)
Here is a structure of composition C16H37As3CrF3O3SSe2 from the OMol25 dataset. Energies are from wB97M-V/def2-TZVPD.

total charge: +2
multiplicity: 2
HOMO (spin up / spin down): -12.97 / -12.97 eV
⟨S²⟩: 0.791
HOMO-LUMO gap (spin up / spin down): 4.94 / 5.46 eV
ΔE to the lowest compared entry with this formula, charge and spin: 0.0 kJ/mol
maximum force: 0.98 eV/A
lowest unoccupied orbital energy (spin up / spin down): -8.0 / -7.5 eV

Element x y z (Å)
Cr 1.021 0.527 -1.338
C -2.705 0.203 -1.890
As -1.407 0.434 -0.465
C -2.036 2.044 0.391
C -2.068 -1.015 0.647
C -1.224 -1.517 1.818
C -0.725 -0.371 2.687
C -0.049 -2.324 1.253
As 1.354 -1.425 0.246
C 2.653 -0.921 1.584
C 2.152 -2.987 -0.573
C -2.083 -2.512 2.620
As -3.606 -2.061 3.828
C -4.345 -0.398 3.077
C -2.637 -1.255 5.329
H -3.677 0.141 -1.395
H -2.523 -0.724 -2.431
H -2.728 1.037 -2.584
H -3.109 1.902 0.535
H -1.853 2.905 -0.248
H -1.533 2.189 1.342
H -2.289 -1.839 -0.040
H -3.031 -0.632 1.000
H -0.063 0.309 2.142
H -0.172 -0.748 3.549
H -1.555 0.225 3.069
H -0.416 -3.129 0.608
H 0.516 -2.799 2.062
H 2.799 -1.800 2.215
H 2.278 -0.088 2.173
H 3.589 -0.633 1.112
H 2.119 -3.763 0.196
H 3.187 -2.804 -0.845
H 1.584 -3.321 -1.439
H -1.429 -3.084 3.288
H -2.493 -3.249 1.922
H -4.859 -0.593 2.136
H -3.622 0.409 2.955
H -5.099 -0.062 3.789
H -1.870 -1.946 5.677
H -3.357 -1.133 6.139
H -2.186 -0.288 5.118
C 4.359 -1.271 -2.665
Se 3.208 0.290 -2.762
C 2.581 0.029 -4.584
C 1.524 1.067 -4.865
Se 0.018 0.839 -3.634
C -0.678 2.650 -3.783
H 3.795 -2.180 -2.850
H 4.835 -1.283 -1.687
H 5.117 -1.118 -3.429
H 2.217 -0.991 -4.705
H 3.440 0.176 -5.241
H 1.115 0.967 -5.870
H 1.898 2.081 -4.729
H 0.063 3.341 -3.393
H -1.600 2.717 -3.216
H -0.878 2.818 -4.839
F 1.575 5.124 0.412
C 2.492 4.207 0.195
F 3.121 4.440 -0.941
F 3.349 4.146 1.195
S 1.635 2.562 0.120
O 0.866 2.474 1.314
O 2.604 1.465 -0.126
O 0.840 2.546 -1.175

Löwdin population analysis, charges in e, atoms 1 to 5:
1. Cr 0.07
2. C -0.27
3. As 1.14
4. C -0.22
5. C -0.31

***

(2)
Here is a structure of composition C16H37Br2F2N7NiO15S2 at a distorted geometry from the OMol25 dataset. Energies are from wB97M-V/def2-TZVPD.

total charge: +2
multiplicity: 3
HOMO (spin up / spin down): -14.67 / -14.67 eV
⟨S²⟩: 2.006
HOMO-LUMO gap (spin up / spin down): 7.08 / 3.76 eV
maximum force: 7.59 eV/A
lowest unoccupied orbital energy (spin up / spin down): -7.6 / -10.9 eV

Element x y z (Å)
C 3.541 -3.623 -1.888
C 2.028 -3.545 -2.162
C 1.570 -4.910 -2.757
C 1.554 -6.027 -1.719
C 0.619 -5.759 -0.523
C 0.819 -4.378 0.135
N 1.207 -3.327 -0.916
O 1.152 -2.194 -0.556
C 2.061 -4.482 1.049
C -0.482 -3.835 0.772
C 1.691 -2.487 -3.223
H 4.038 -3.661 -2.855
H 3.833 -4.393 -1.182
H 3.835 -2.656 -1.470
H 2.191 -5.197 -3.602
H 0.545 -4.756 -3.104
H 2.509 -6.447 -1.393
H 1.207 -6.898 -2.282
H 0.661 -6.420 0.342
H -0.389 -5.844 -0.936
H 2.275 -3.439 1.291
H 2.889 -5.037 0.615
H 1.914 -4.987 2.004
H -0.272 -3.143 1.586
H -1.070 -4.637 1.214
H -1.024 -3.232 0.047
H 2.193 -1.527 -3.114
H 0.641 -2.162 -3.211
H 1.662 -2.880 -4.239
Ni -1.938 0.372 -2.263
N -1.181 0.862 -0.561
S -0.193 1.951 0.003
O 1.085 1.596 0.521
O -0.818 3.101 0.585
F 0.302 2.393 -1.444
S -1.162 0.046 0.954
O -1.783 0.756 2.023
O -0.084 -0.840 1.254
F -2.369 -0.984 0.647
C -4.924 -0.975 2.684
N -5.646 -2.155 3.221
O -5.361 -3.184 2.630
O -6.282 -2.043 4.234
H -5.510 -0.075 2.868
H -4.728 -1.071 1.621
H -3.979 -0.807 3.197
C 2.813 0.987 -4.413
N 2.825 2.071 -3.414
O 2.734 1.691 -2.259
O 2.858 3.213 -3.801
H 2.775 1.389 -5.423
H 1.857 0.490 -4.270
H 3.730 0.415 -4.311
C 4.000 0.668 2.047
N 4.222 -0.288 0.893
O 4.712 0.173 -0.096
O 3.898 -1.444 1.113
H 2.976 0.600 2.397
H 4.156 1.587 1.485
H 4.819 0.489 2.738
C -4.164 3.332 2.771
N -4.340 4.665 3.455
O -5.423 4.867 3.928
O -3.448 5.495 3.300
H -3.233 2.883 3.107
H -4.030 3.627 1.731
H -5.052 2.722 2.890
C -3.245 5.022 -1.011
N -4.616 5.311 -1.553
O -5.025 4.642 -2.478
O -5.288 6.123 -0.963
H -3.139 4.005 -0.639
H -3.151 5.624 -0.111
H -2.625 5.237 -1.878
Br -0.346 5.690 3.569
C 0.595 5.466 1.895
C 1.813 6.430 1.792
Br 2.821 5.955 0.223
H -0.123 5.629 1.086
H 0.826 4.413 1.749
H 2.490 6.289 2.631
H 1.502 7.469 1.725

Löwdin population analysis, charges in e, atoms 1 to 5:
1. C 0.03
2. C -0.42
3. C -0.12
4. C -0.17
5. C -0.11

***

(3)
Here is a structure of composition C16H37CaCuN2O4 at a distorted geometry from the OMol25 dataset. Energies are from wB97M-V/def2-TZVPD.

total charge: +2
multiplicity: 1
HOMO: -12.40 eV
HOMO-LUMO gap: 4.30 eV
ΔE to the lowest compared entry with this formula, charge and spin: 90.0 kJ/mol
maximum force: 3.09 eV/A
lowest unoccupied orbital energy: -8.1 eV

Element x y z (Å)
Cu -5.757 15.075 3.620
Ca -7.573 18.292 4.242
C -8.676 14.826 4.263
O -7.826 15.894 3.914
H -8.370 13.842 3.895
H -8.837 14.728 5.339
H -9.663 14.964 3.803
C -7.789 12.876 12.252
C -8.422 13.077 10.882
C -9.089 14.460 10.915
C -9.623 14.988 9.592
C -8.462 14.975 8.573
C -7.878 13.553 8.461
N -7.511 13.041 9.753
O -6.842 11.807 9.626
C -8.788 12.704 7.576
C -6.583 13.861 7.668
C -9.622 12.116 10.757
H -8.543 12.982 13.035
H -7.049 13.635 12.507
H -7.412 11.859 12.353
H -9.946 14.454 11.599
H -8.538 15.277 11.393
H -9.916 16.043 9.655
H -10.490 14.525 9.114
H -7.688 15.678 8.904
H -8.780 15.445 7.634
H -8.249 11.991 6.936
H -9.573 12.194 8.128
H -9.268 13.216 6.735
H -6.800 14.187 6.643
H -5.786 14.452 8.119
H -6.025 12.925 7.512
H -9.416 11.044 10.666
H -10.387 12.461 10.063
H -10.213 12.034 11.680
H -7.452 11.211 9.163
C -10.429 17.579 6.083
O -9.782 18.085 4.938
C -10.477 17.872 3.673
C -9.852 18.605 2.504
N -8.573 17.998 2.100
C -7.953 18.643 0.912
C -8.720 18.397 -0.392
O -9.074 17.036 -0.437
C -10.402 16.811 -0.903
H -11.234 18.252 6.407
H -9.804 17.576 6.978
H -10.904 16.596 6.039
H -11.519 18.187 3.794
H -10.619 16.796 3.553
H -9.767 19.654 2.826
H -10.454 18.686 1.596
H -8.635 17.050 1.729
H -7.024 18.079 0.768
H -7.639 19.685 0.999
H -8.081 18.641 -1.242
H -9.602 19.046 -0.393
H -11.168 17.203 -0.222
H -10.548 15.745 -1.032
H -10.563 17.364 -1.832

Löwdin population analysis, charges in e, atoms 1 to 5:
1. Cu 0.73
2. Ca 1.64
3. C -0.24
4. O -0.51
5. H 0.09

***

(4)
Here is a structure of composition C16H38AlB3N2O12 at a distorted geometry from the OMol25 dataset. Energies are from wB97M-V/def2-TZVPD.

total charge: -1
multiplicity: 2
HOMO (spin up / spin down): -6.57 / -6.96 eV
⟨S²⟩: 0.755
HOMO-LUMO gap (spin up / spin down): 8.97 / 5.76 eV
maximum force: 4.74 eV/A
lowest unoccupied orbital energy (spin up / spin down): 2.4 / -1.2 eV

Element x y z (Å)
Al 18.865 0.788 -4.924
B 18.055 -1.567 -3.238
H 18.580 -0.830 -2.650
H 18.709 -2.010 -3.973
H 17.775 -2.327 -2.525
H 17.179 -1.152 -3.711
B 18.425 3.828 -5.402
H 17.663 3.117 -5.120
H 18.093 4.843 -5.247
H 19.261 3.581 -4.766
H 18.765 3.705 -6.418
O 22.249 -3.310 -6.827
C 21.423 -3.114 -7.743
O 21.341 -3.805 -8.877
B 20.115 -3.346 -9.605
O 19.433 -2.369 -8.708
C 20.140 -2.166 -7.639
O 19.875 -1.435 -6.661
O 19.281 -4.496 -10.011
C 19.163 -4.584 -11.317
O 18.577 -5.513 -11.897
C 20.008 -3.436 -11.920
O 20.474 -2.725 -10.901
O 20.143 -3.279 -13.121
C 14.925 0.862 -5.194
O 15.991 1.346 -4.419
C 15.560 1.579 -3.033
C 16.696 2.390 -2.388
N 17.936 1.578 -2.254
C 18.968 2.392 -1.639
C 20.413 1.929 -1.765
O 20.778 2.260 -3.127
C 21.561 3.462 -3.249
H 14.521 -0.093 -4.856
H 15.231 0.675 -6.224
H 14.151 1.629 -5.196
H 15.314 0.643 -2.532
H 14.667 2.202 -3.081
H 16.344 2.756 -1.423
H 16.831 3.305 -2.965
H 17.744 0.825 -1.609
H 18.814 2.444 -0.561
H 18.921 3.415 -2.012
H 20.549 0.849 -1.700
H 20.999 2.377 -0.963
H 20.990 4.372 -3.063
H 21.917 3.666 -4.259
H 22.403 3.469 -2.557
C 20.371 4.269 -10.786
O 20.164 3.374 -9.637
C 19.768 2.133 -10.030
C 19.553 1.173 -8.863
N 18.566 1.638 -7.881
C 17.185 1.432 -8.269
C 16.706 -0.056 -8.170
O 17.083 -0.604 -6.890
C 16.632 -1.902 -6.698
H 21.022 5.076 -10.447
H 19.439 4.713 -11.136
H 20.844 3.884 -11.689
H 20.503 1.807 -10.766
H 18.906 2.116 -10.697
H 20.503 0.958 -8.373
H 19.323 0.236 -9.371
H 18.726 2.632 -7.798
H 17.022 1.925 -9.227
H 16.589 2.059 -7.605
H 17.115 -0.662 -8.979
H 15.633 -0.011 -8.356
H 16.842 -2.647 -7.466
H 15.549 -1.846 -6.589
H 16.956 -2.321 -5.746

Löwdin population analysis, charges in e, atoms 1 to 5:
1. Al 1.26
2. B -0.43
3. H -0.10
4. H -0.06
5. H -0.04

***

(5)
Here is a structure of composition C16H38Cl6O7S3Zr at a distorted geometry from the OMol25 dataset. Energies are from wB97M-V/def2-TZVPD.

multiplicity: 1
HOMO: -8.43 eV
HOMO-LUMO gap: 8.69 eV
maximum force: 3.67 eV/A
lowest unoccupied orbital energy: 0.3 eV

Element x y z (Å)
Zr -0.270 0.634 0.373
O -0.081 0.122 2.333
C -0.063 0.942 3.413
C -1.130 2.013 3.088
O -0.979 2.209 1.668
H 0.849 1.394 3.731
H -0.420 0.421 4.353
H -0.912 2.948 3.576
H -2.214 1.741 3.266
O 0.048 1.408 -1.452
C 1.330 1.336 -2.020
C 1.915 0.074 -1.658
O 1.393 -0.319 -0.433
H 1.947 2.217 -1.708
H 1.169 1.393 -3.117
H 3.059 0.135 -1.723
H 1.666 -0.754 -2.347
C 0.543 4.353 0.068
S 1.172 3.447 1.399
O 1.341 2.012 0.980
C 2.909 3.929 1.329
H -0.517 4.532 0.266
H 0.549 3.773 -0.867
H 1.020 5.286 0.056
H 3.465 3.239 2.000
H 3.077 4.952 1.580
H 3.283 3.715 0.345
C -3.711 2.672 0.767
S -3.995 1.061 0.264
O -2.674 0.532 -0.310
C -4.075 0.140 1.781
H -2.836 2.782 1.389
H -4.568 3.139 1.263
H -3.666 3.105 -0.182
H -3.071 0.122 2.244
H -4.351 -0.924 1.496
H -4.746 0.568 2.521
C -1.547 -3.936 -0.119
S -0.401 -2.643 -0.565
O -1.026 -1.551 0.285
C -0.854 -2.157 -2.150
H -1.549 -3.964 0.967
H -1.279 -4.898 -0.507
H -2.519 -3.645 -0.465
H -0.509 -2.959 -2.855
H -0.266 -1.319 -2.412
H -1.893 -1.918 -2.357
Cl -3.026 -1.188 -5.009
C -2.969 0.633 -5.240
C -2.516 1.418 -3.992
Cl -2.507 3.174 -4.317
H -3.908 0.927 -5.679
H -2.272 0.807 -6.085
H -1.525 1.113 -3.610
H -3.203 1.349 -3.148
Cl 3.213 -4.286 -2.122
C 4.202 -3.878 -0.719
C 4.441 -2.356 -0.689
Cl 5.873 -1.910 0.319
H 5.141 -4.458 -0.880
H 3.745 -4.361 0.168
H 3.575 -1.731 -0.359
H 4.722 -2.004 -1.684
Cl 1.697 -4.811 1.690
C 1.967 -3.122 2.289
C 1.131 -2.780 3.541
Cl 1.320 -3.952 4.808
H 1.595 -2.410 1.515
H 3.033 -3.112 2.510
H 0.123 -2.612 3.304
H 1.538 -1.806 3.835

Löwdin population analysis, charges in e, atoms 1 to 5:
1. Zr 1.82
2. O -0.39
3. C -0.34
4. C -0.27
5. O -0.54

***

(6)
Here is a cluster of 3 separate species, C16H38ClO2PS2 in total at a distorted geometry from the OMol25 dataset. Energies are from wB97M-V/def2-TZVPD.

multiplicity: 1
SMILES: O=S(=O)(Cl)CCCCPS.CCCCCC.CCCCCC
HOMO: -8.54 eV
HOMO-LUMO gap: 8.67 eV
maximum force: 1.29 eV/A
lowest unoccupied orbital energy: 0.1 eV

Element x y z (Å)
O -1.930 -1.131 4.337
S -0.597 -1.436 3.974
O -0.158 -0.917 2.730
Cl 0.580 -0.767 5.502
C -0.437 -3.218 4.005
C 0.601 -3.747 3.014
C 1.612 -4.700 3.669
C 2.988 -4.105 3.985
P 3.832 -3.379 2.519
S 5.426 -2.332 3.491
H -1.429 -3.564 3.758
H -0.217 -3.510 5.022
H 1.069 -2.937 2.477
H 0.048 -4.323 2.283
H 1.204 -5.027 4.620
H 1.734 -5.590 3.062
H 3.621 -4.883 4.392
H 2.874 -3.345 4.757
H 2.981 -2.315 2.153
H 5.635 -1.442 2.519
C 0.475 0.841 -0.983
C 0.818 -0.545 -0.446
C 2.319 -0.819 -0.394
C 3.034 -0.794 -1.745
C 2.482 -1.773 -2.778
C 2.599 -3.234 -2.350
H 0.802 0.970 -2.017
H -0.603 1.003 -0.958
H 0.943 1.620 -0.377
H 0.316 -1.307 -1.051
H 0.414 -0.639 0.564
H 2.483 -1.789 0.082
H 2.790 -0.079 0.263
H 4.095 -1.012 -1.582
H 2.998 0.218 -2.159
H 3.031 -1.634 -3.713
H 1.438 -1.539 -3.000
H 3.639 -3.498 -2.146
H 2.235 -3.896 -3.136
H 2.015 -3.440 -1.452
C -0.960 4.050 -1.917
C -2.245 3.591 -1.234
C -3.287 3.043 -2.207
C -3.791 4.047 -3.245
C -4.407 5.318 -2.664
C -5.646 5.059 -1.812
H -1.141 4.880 -2.600
H -0.234 4.387 -1.176
H -0.505 3.234 -2.482
H -2.666 4.415 -0.651
H -2.001 2.805 -0.515
H -4.134 2.654 -1.636
H -2.862 2.183 -2.735
H -4.534 3.550 -3.877
H -2.970 4.325 -3.912
H -4.682 5.977 -3.492
H -3.665 5.863 -2.075
H -6.413 4.537 -2.388
H -6.075 5.997 -1.458
H -5.413 4.455 -0.933

Löwdin population analysis, charges in e, atoms 1 to 5:
1. O -0.33
2. S 0.32
3. O -0.33
4. Cl 0.39
5. C -0.26

***

(7)
Here is a cluster of 3 separate species, C16H38FN4O5P2 in total at a distorted geometry from the OMol25 dataset. Energies are from wB97M-V/def2-TZVPD.

total charge: +1
multiplicity: 1
HOMO: -11.78 eV
HOMO-LUMO gap: 8.03 eV
ΔE to the lowest compared entry with this formula, charge and spin: 0.0 kJ/mol
maximum force: 2.62 eV/A
lowest unoccupied orbital energy: -3.7 eV

Element x y z (Å)
C -3.140 -6.262 -0.710
C -1.683 -5.959 -0.374
O -1.258 -6.707 0.737
C -0.023 -6.232 1.261
C -0.299 -5.082 2.229
O 0.658 -4.019 2.093
C 0.001 -2.790 1.919
C 0.987 -1.633 1.922
O 1.251 -1.192 0.571
C 1.267 0.191 0.402
P -0.342 0.803 -0.267
F -0.222 2.345 -0.136
N -0.497 0.475 -1.819
C -1.232 -0.519 -2.258
C -1.182 -1.916 -1.767
C -2.196 -0.220 -3.355
P -2.132 0.259 0.935
N -3.299 -0.328 0.077
H -3.817 -5.526 -0.278
H -3.303 -6.355 -1.781
H -3.410 -7.224 -0.270
H -1.062 -6.147 -1.260
H -1.593 -4.879 -0.172
H 0.628 -5.914 0.440
H 0.433 -7.087 1.756
H -0.284 -5.407 3.271
H -1.310 -4.720 2.025
H -0.553 -2.817 0.970
H -0.741 -2.600 2.710
H 1.917 -1.922 2.411
H 0.525 -0.796 2.451
H 1.994 0.471 -0.368
H 1.535 0.749 1.307
H -0.230 -2.194 -1.318
H -1.331 -2.568 -2.633
H -2.020 -2.133 -1.100
H -2.862 -1.053 -3.555
H -2.728 0.701 -3.128
H -1.616 -0.002 -4.260
H -1.660 -0.623 1.925
H -2.518 1.457 1.573
H -4.126 0.254 0.130
C 1.357 5.212 4.571
C 0.724 4.275 3.575
O 0.205 3.217 3.907
N 0.739 4.632 2.265
C 1.293 5.825 1.649
H 1.261 4.783 5.564
H 2.416 5.347 4.349
H 0.853 6.179 4.559
H 0.297 3.955 1.666
H 0.503 6.366 1.127
H 2.055 5.538 0.921
H 1.740 6.479 2.388
C 0.933 3.213 -2.748
C 2.341 2.680 -2.675
O 2.589 1.631 -2.081
N 3.324 3.379 -3.273
C 3.220 4.627 -4.013
H 0.300 2.508 -2.215
H 0.871 4.193 -2.272
H 0.595 3.285 -3.782
H 4.236 2.957 -3.178
H 3.579 4.474 -5.031
H 3.842 5.383 -3.535
H 2.196 4.980 -4.047

Löwdin population analysis, charges in e, atoms 1 to 5:
1. C -0.06
2. C -0.30
3. O -0.15
4. C -0.16
5. C -0.16